The following is a DFT calculation (ωB97M-V/def2-TZVPD) of 23 unconnected molecules or ions with the total composition C46H138O23S23.

Element x y z (Å)
C1 -3.2335 -0.7238 2.4866
S1 -2.5001 -2.0536 3.4656
O1 -2.8369 -3.3193 2.6842
C2 -3.4906 -1.8318 5.0587
H1 -2.9932 0.2640 2.8797
H2 -4.3159 -0.8523 2.4884
H3 -2.8983 -0.6853 1.4502
H4 -3.3977 -2.6716 5.7473
H5 -4.5320 -1.7392 4.7504
H6 -3.1467 -0.9811 5.6470
C3 -0.9482 3.6526 -8.6665
S2 0.2335 4.9427 -7.9536
O2 1.4586 5.0456 -8.8402
C4 0.6827 3.9256 -6.4176
H7 -1.2016 4.0776 -9.6378
H8 -1.8744 3.5153 -8.1085
H9 -0.4586 2.6943 -8.8400
H10 1.3823 3.1203 -6.6413
H11 -0.1891 3.5039 -5.9173
H12 1.1530 4.5491 -5.6573
C5 4.4966 -5.4979 2.0432
S3 3.9272 -4.1244 3.0793
O3 5.0757 -3.4971 3.8317
C6 3.4131 -3.0388 1.6683
H13 3.6697 -5.9081 1.4633
H14 4.9633 -6.1950 2.7391
H15 5.2158 -5.1860 1.2859
H16 2.7040 -3.5339 1.0048
H17 4.2624 -2.7552 1.0466
H18 2.9423 -2.1174 2.0113
C7 1.3051 -3.7965 -2.4410
S4 3.1431 -3.7504 -2.0735
O4 3.4930 -4.8358 -1.0102
C8 3.5449 -4.5235 -3.6557
H19 0.7647 -3.3067 -1.6309
H20 0.9185 -4.8097 -2.5512
H21 1.1064 -3.2233 -3.3465
H22 3.1113 -3.8851 -4.4255
H23 3.1598 -5.5407 -3.7265
H24 4.6304 -4.5707 -3.7431
C9 5.8825 5.5957 -4.5323
S5 4.0992 4.9539 -4.5800
O5 3.3353 5.5616 -3.3713
C10 4.5047 3.2317 -4.0778
H25 6.1687 5.8793 -3.5195
H26 5.9399 6.4849 -5.1601
H27 6.4375 4.7409 -4.9189
H28 3.6339 2.5996 -4.2519
H29 4.8107 3.0330 -3.0507
H30 5.2521 2.8998 -4.7985
C11 0.9707 -0.1200 3.8443
S6 0.1238 0.5803 5.2777
O6 -1.3185 0.7700 4.6966
C12 0.0732 -0.8220 6.4187
H31 1.2511 0.6007 3.0762
H32 0.2550 -0.8369 3.4417
H33 1.8804 -0.6588 4.1095
H34 -0.5906 -1.5921 6.0258
H35 -0.3820 -0.4101 7.3193
H36 1.0615 -1.2499 6.5875
C13 -4.1847 1.9932 5.7503
S7 -5.8225 1.9289 6.6609
O7 -6.6866 2.8370 5.8598
C14 -6.3256 0.2036 6.2385
H37 -3.4407 1.3500 6.2202
H38 -3.8729 3.0365 5.7983
H39 -4.5607 1.7039 4.7690
H40 -5.8681 -0.6170 6.7913
H41 -6.0603 0.0119 5.1988
H42 -7.4063 0.0639 6.2644
C15 -2.7377 -5.3113 -4.7620
S8 -2.6844 -3.4628 -4.8813
O8 -1.5028 -3.0281 -4.0248
C16 -2.3181 -3.3518 -6.7253
H43 -3.6959 -5.6006 -5.1935
H44 -2.7051 -5.6494 -3.7263
H45 -2.0179 -5.8658 -5.3641
H46 -2.5695 -2.3439 -7.0556
H47 -3.0636 -4.0230 -7.1519
H48 -1.2934 -3.6381 -6.9622
C17 -0.7932 1.5673 0.4176
S9 -0.3512 0.2174 -0.7667
O9 0.4855 0.8983 -1.8265
C18 0.6724 -0.7247 0.4265
H49 -0.0187 2.2579 0.7512
H50 -1.3213 1.2576 1.3195
H51 -1.4758 2.2361 -0.1068
H52 -0.0037 -1.1687 1.1572
H53 1.2746 -0.0221 1.0025
H54 1.4027 -1.4498 0.0675
C19 -3.9805 -0.1256 -6.3397
S10 -2.5042 0.9864 -6.7473
O10 -1.6466 0.2328 -7.7459
C20 -1.6861 0.7879 -5.1307
H55 -4.5967 0.4398 -5.6406
H56 -3.6736 -0.9971 -5.7615
H57 -4.5626 -0.3082 -7.2429
H58 -1.4980 -0.1786 -4.6631
H59 -2.3268 1.3470 -4.4488
H60 -0.7462 1.3386 -5.0935
C21 -5.8634 3.8609 -0.7994
S11 -4.9629 2.5253 -0.0293
O11 -3.8496 3.0762 0.8849
C22 -6.2186 1.9259 1.1446
H61 -5.3311 4.4464 -1.5490
H62 -6.1123 4.6562 -0.0967
H63 -6.8466 3.6142 -1.2001
H64 -5.6382 1.4102 1.9097
H65 -6.9357 1.2731 0.6467
H66 -6.7831 2.7523 1.5764
C23 0.1424 -6.0983 7.1634
S12 0.3855 -4.2286 6.9971
O12 1.6093 -3.8484 7.8119
C24 0.9241 -4.0665 5.2569
H67 -0.8589 -6.3035 7.5420
H68 0.9668 -6.4070 7.8061
H69 0.3033 -6.6152 6.2173
H70 1.9670 -4.3376 5.0927
H71 0.7838 -3.0283 4.9560
H72 0.3320 -4.7295 4.6260
C25 2.2323 3.6012 4.8271
S13 1.2738 4.5391 3.5273
O13 2.0056 4.1583 2.2028
C26 -0.4435 3.7433 3.5813
H73 2.3881 2.5349 4.6630
H74 1.7258 3.6936 5.7878
H75 3.1590 4.1671 4.9219
H76 -1.2037 4.3247 3.0595
H77 -0.8055 3.7736 4.6090
H78 -0.4758 2.7405 3.1553
C27 6.3775 0.2190 -3.5731
S14 6.1400 -1.5797 -3.1081
O14 7.2213 -2.4876 -3.7134
C28 6.5032 -1.6360 -1.3005
H79 6.0666 0.4226 -4.5978
H80 7.4458 0.4287 -3.5195
H81 5.8355 0.7861 -2.8163
H82 7.4133 -1.1072 -1.0173
H83 6.6373 -2.6794 -1.0152
H84 5.7134 -1.2319 -0.6672
C29 4.3992 1.7887 1.7857
S15 4.3048 1.0869 0.0055
O15 3.7044 -0.2739 0.0798
C30 3.0067 2.2489 -0.6397
H85 4.4911 2.8629 1.9462
H86 5.2993 1.4287 2.2841
H87 3.5774 1.4593 2.4215
H88 2.0783 2.0783 -0.0947
H89 2.6951 2.0185 -1.6585
H90 3.4115 3.2581 -0.5630
C31 0.3118 -5.9444 1.8004
S16 1.1798 -7.4108 2.5017
O16 1.1658 -7.2568 3.9882
C32 -0.1778 -8.6919 2.2474
H91 0.2640 -6.0908 0.7214
H92 0.8407 -5.0090 1.9830
H93 -0.7300 -5.8961 2.1173
H94 -0.4946 -8.5800 1.2105
H95 -1.0149 -8.4738 2.9105
H96 0.1376 -9.7116 2.4685
C33 2.1073 -0.6684 -3.9818
S17 2.0991 0.0788 -5.6822
O17 3.5515 0.4305 -5.8541
C34 1.5480 -1.3540 -6.6235
H97 2.5922 -0.0260 -3.2468
H98 2.6124 -1.6307 -4.0650
H99 1.0659 -0.7812 -3.6804
H100 1.9906 -2.2976 -6.3045
H101 1.7021 -1.2161 -7.6937
H102 0.4800 -1.4404 -6.4231
C35 -6.1426 -2.9825 -2.6489
S18 -5.7845 -1.1440 -2.9081
O18 -6.6126 -0.5238 -1.7444
C36 -4.0717 -1.2542 -2.3028
H103 -6.9384 -3.3305 -3.3074
H104 -6.5151 -3.0822 -1.6293
H105 -5.2363 -3.5754 -2.7723
H106 -3.6760 -0.2515 -2.1414
H107 -3.4290 -1.6790 -3.0739
H108 -4.0302 -1.9804 -1.4910
C37 6.2997 -0.3727 4.7584
S19 5.1768 0.6004 5.7797
O19 4.1106 0.9881 4.7713
C38 4.4092 -0.8623 6.6439
H109 6.4350 0.0082 3.7461
H110 5.8870 -1.3814 4.7750
H111 7.3322 -0.4890 5.0881
H112 5.1429 -1.5471 7.0692
H113 3.7220 -1.3911 5.9834
H114 3.6301 -0.4874 7.3076
C39 -5.2830 4.8471 3.2643
S20 -4.5426 6.4215 3.7418
O20 -3.5088 6.0522 4.8084
C40 -3.6664 6.6477 2.1519
H115 -6.0779 4.5074 3.9281
H116 -4.4666 4.1259 3.3035
H117 -5.8148 4.9048 2.3146
H118 -3.2310 5.7418 1.7303
H119 -2.8317 7.2568 2.4989
H120 -4.2674 7.1815 1.4158
C41 -2.2063 5.0727 -1.8717
S21 -1.5770 3.6520 -2.8172
O21 -2.0579 3.8007 -4.2227
C42 0.2176 4.0472 -2.7071
H121 -3.2930 5.1013 -1.7921
H122 -1.9588 6.0352 -2.3194
H123 -1.6592 5.0153 -0.9306
H124 0.3204 4.9827 -3.2570
H125 0.9532 3.3172 -3.0449
H126 0.5981 4.3957 -1.7469
C43 -1.9233 -5.0285 -1.2224
S22 -2.8951 -6.6100 -1.0269
O22 -1.8979 -7.6343 -0.4664
C44 -3.7333 -6.0491 0.4976
H127 -1.4904 -4.6621 -0.2915
H128 -2.6574 -4.2346 -1.3597
H129 -1.2926 -4.9563 -2.1085
H130 -3.9620 -5.0288 0.1896
H131 -3.1106 -5.9547 1.3873
H132 -4.6390 -6.6540 0.5402
C45 0.9104 7.5266 1.2518
S23 2.7110 7.1612 1.3454
O23 3.3515 8.4962 1.6767
C46 3.0749 6.9692 -0.4644
H133 0.2700 6.7391 0.8546
H134 0.5598 8.4499 0.7907
H135 0.4674 7.6591 2.2388
H136 4.1584 6.9077 -0.5656
H137 2.7507 7.7873 -1.1077
H138 2.6064 6.0643 -0.8513

**Calculated total energy**: -346220.566 eV
**LUMO energy**: -0.32 eV
**Highest occupied orbital energy**: -8.408 eV
**Charge**: 0